Molecular formula: C4H6N
Method: DFT, wB97M-V/def2-TZVPD

Values from the calculation:
**Spin multiplicity**: 1
**Highest occupied orbital energy (spin up / spin down)**: -14.889 / -14.888 eV
**Energy above the lowest of the compared OMol25 structures with the same formula, charge and spin**: 515.8 kJ/mol
**Total charge**: +1
**Max |F|**: 5.3 eV/A
**E_tot**: -210.25959 Ha
**E_LUMO (spin up / spin down)**: -7.54 / -7.54 eV
**Gap between HOMO and LUMO (spin up / spin down)**: 7.35 / 7.35 eV

Atoms and positions in Å:
C: -2.3526 0.3991 -0.0816
C: 2.7671 0.0730 -0.3225
C: -1.0284 0.5781 0.0064
C: 0.0437 -0.2782 -0.2708
N: 1.7780 0.6102 0.1891
H: -3.1630 1.1070 -0.1956
H: -2.8641 -0.5998 -0.2523
H: 3.5188 0.7000 -0.0182
H: 2.9103 -0.8047 -0.9897
H: -0.4856 1.4813 0.0708
H: 0.1220 -0.9086 -1.1513